Formula: C17H31Cl2MoNO3P2
Source: OMol25
Level of theory: ωB97M-V with the def2-TZVPD basis set

```
57
Properties=species:S:1:pos:R:3:nbo_charge:R:1
Mo -0.1629 1.1235 -1.3747 0.937
Cl -0.4152 0.6346 6.2425 -0.049
Cl 0.0615 -2.2820 6.1009 -0.031
P 2.2861 -0.1268 -1.2519 0.843
P -1.6738 0.7100 0.6085 0.937
O -3.0348 -0.5796 4.7200 -0.705
O 2.0712 1.1314 2.2862 -0.576
O -1.1136 -1.2894 3.6237 -0.828
N -0.9605 0.2827 -2.6320 -0.306
C 2.4317 0.3181 -3.0328 -0.946
C -3.0187 1.5220 -0.3444 -0.968
C -1.8185 -0.9728 4.6016 0.753
C 2.5893 -0.0397 4.0946 -0.758
C -2.1304 1.5687 -5.7264 -0.180
C -1.1299 -0.9829 6.0231 -0.323
C 3.7578 0.7364 -0.5525 -0.932
C 2.8504 -1.8903 -1.4395 -0.897
C 1.9171 -1.4834 2.1216 -0.786
C 2.0857 -0.1411 2.7421 0.758
C -1.5951 1.6238 -4.4510 -0.179
C -1.6086 1.6983 2.1465 -0.935
C -1.7178 -0.8936 -4.3820 -0.149
C -2.2431 -0.8627 -5.6347 -0.181
C -1.4630 0.3700 -3.8457 0.004
C -2.4560 -0.8653 1.1122 -0.956
C -2.4543 0.3463 -6.2894 -0.120
H -1.8307 -1.3482 1.8945 0.331
H 1.7573 -0.2896 -3.6424 0.258
H -1.7353 2.7621 1.9144 0.256
H -3.9429 1.5078 0.2523 0.294
H 2.4221 -2.1205 2.8772 0.303
H -2.2673 2.5025 -6.2203 0.249
H -2.3716 1.3783 2.8839 0.329
H 3.6843 0.8401 0.5381 0.245
H -1.2637 2.5162 -3.9081 0.222
H -2.8781 0.3303 -7.2767 0.252
H 0.8634 -1.8538 2.0796 0.358
H 2.4836 -1.6482 1.1747 0.264
H 1.1768 0.8286 2.0416 0.508
H 2.0647 -0.6631 4.7807 0.320
H 2.2222 1.3747 -3.2159 0.234
H -2.7605 2.5656 -0.5619 0.236
H 3.8250 1.7486 -0.9768 0.265
H -3.4460 -0.6760 1.5655 0.290
H 4.6789 0.1840 -0.8023 0.270
H -2.5812 -1.5246 0.2452 0.244
H -1.8888 -1.1405 6.8066 0.259
H 2.2631 -2.3586 -2.2430 0.266
H 2.7257 -2.4955 -0.5346 0.245
H -0.6282 1.5595 2.6243 0.221
H -2.4736 -1.7984 -6.0671 0.246
H -3.2101 1.0072 -1.2906 0.252
H -1.4572 -1.7597 -3.7524 0.245
H 3.9140 -1.9027 -1.7324 0.266
H 2.5144 0.9937 4.3897 0.271
H 3.4607 0.1030 -3.3480 0.271
H 3.6243 -0.2787 4.0374 0.302
```

Results
**LUMO level (spin up / spin down)**: -8.25 / -8.27 eV
**Highest occupied orbital energy (spin up / spin down)**: -12.6 / -12.6 eV
**Spin multiplicity**: 1
**Maximum force**: 4.9 eV Å⁻¹
**Orbital gap (spin up / spin down)**: 4.39 / 4.37 eV
**Net charge**: +2


Formula: C17H31N3P2V
Source: OMol25
Level of theory: ωB97M-V with the def2-TZVPD basis set

```
54
Properties=species:S:1:pos:R:3:lowdin_spin:R:1
V -2.1315 0.0643 -2.4986 2.509
P 2.0107 -0.2758 -0.8277 0.003
P -0.1636 0.8902 -2.1801 0.085
N -3.8091 0.5390 1.4092 0.023
N -5.4754 -0.4293 2.9886 0.007
N -2.9387 -0.0449 -0.8029 0.020
C 0.4314 -1.3356 1.3601 0.000
C 0.5538 -0.6553 4.3551 0.000
C 1.4159 1.7928 -2.5263 0.019
C 0.6724 0.8326 4.1975 0.001
C -0.1526 -0.6222 -3.3359 0.079
C -0.3042 -1.5194 3.7814 0.000
C -4.7041 -0.0356 2.1923 0.003
C 3.0870 -1.7638 -0.8823 0.000
C -1.4348 2.1486 -2.7440 0.106
C 3.1345 0.5649 0.3694 0.002
C 0.4611 0.0942 0.9058 -0.004
C 0.4463 1.2344 1.6536 0.007
C -3.4755 -1.4554 -3.1472 -0.014
C -3.4149 0.1058 0.2680 0.041
C -0.0883 1.4719 3.0050 0.001
C -0.7167 -1.6564 2.3405 0.000
C 2.5219 0.7705 -2.2839 0.001
H 1.2383 -1.0748 5.1088 0.000
H 4.1257 -1.4763 -0.6662 0.000
H -1.6338 -1.1163 2.0374 0.000
H -0.8906 2.6797 -3.5407 0.006
H 0.3053 1.3003 5.1249 0.000
H 0.9258 2.1204 1.2221 0.000
H 2.6556 0.1059 -3.1485 0.000
H 1.4934 2.6709 -1.8583 0.001
H 0.3998 -1.4562 -2.8843 0.006
H -1.1635 1.2906 3.1479 0.000
H 1.7336 1.1059 4.1368 0.000
H 2.7924 -2.4828 -0.1079 0.000
H -0.7779 -2.2937 4.4086 0.000
H 0.3675 -2.0533 0.5146 0.000
H 3.0615 -2.2598 -1.8572 0.000
H 2.8759 0.2927 1.3988 0.000
H 0.2912 -0.3805 -4.3047 0.011
H -0.9426 -2.7262 2.1919 0.000
H -3.2815 -2.1609 -2.3033 0.001
H 0.0785 2.5550 3.1393 0.000
H -1.1619 -1.0473 -3.5852 0.017
H -2.3780 1.6845 -3.2104 0.040
H -1.6853 2.8791 -1.9477 0.011
H -4.4377 -0.9002 -3.0829 0.011
H -3.3936 -1.9785 -4.1092 0.005
H 1.4009 -1.5523 1.8415 0.000
H 3.0771 1.6510 0.2648 0.000
H 4.1638 0.2404 0.1888 0.000
H 3.4945 1.2157 -2.0576 0.000
H -0.0423 0.2807 -0.1037 0.001
H 1.3820 2.1707 -3.5563 0.001
```

Results
**LUMO level (spin up / spin down)**: -0.23 / -0.09 eV
**Highest occupied orbital energy (spin up / spin down)**: -7.0 / -7.1 eV
**⟨S²⟩**: 3.772
**Spin multiplicity**: 4
**Maximum force**: 4.0 eV Å⁻¹
**Orbital gap (spin up / spin down)**: 6.77 / 6.98 eV
**Net charge**: 0
**Energy relative to the best compared isomer or geometry (same formula, charge and spin)**: 18.8 kcal/mol


Formula: C17H31NO3
Source: OMol25
Level of theory: ωB97M-V with the def2-TZVPD basis set

```
52
Properties=species:S:1:pos:R:3:nbo_charge:R:1
O -3.2200 -2.6962 -1.2517 -0.592
O 1.6605 -1.0168 -1.6752 -0.638
O -2.0325 -2.5548 0.6215 -0.705
N 2.4556 -0.1492 0.2455 -0.612
C -2.4265 -0.5241 -0.5792 -0.322
C -0.8937 1.1547 -1.6948 -0.611
C 0.0689 -0.3860 0.0283 -0.510
C 6.7207 0.0879 0.4764 -0.396
C -5.3013 0.5070 0.1208 -0.221
C -2.6202 -2.0183 -0.4608 0.804
C -5.1167 1.9923 -0.1809 -0.610
C -2.7959 0.1868 0.7263 -0.403
C 5.9877 1.0192 -0.4842 -0.397
C -6.7020 0.2589 0.6791 -0.596
C 6.0652 -1.2897 0.4850 -0.397
C 4.5928 -1.1800 0.8695 -0.400
C -0.9868 -0.2354 -1.0685 -0.189
C 4.5153 1.1324 -0.1010 -0.399
C -4.2616 -0.0093 1.1230 -0.390
C 3.8593 -0.2497 -0.0984 -0.063
C 1.4581 -0.5512 -0.5741 0.690
H 4.5085 -0.7819 1.8847 0.188
H 6.4493 2.0085 -0.4708 0.209
H 0.1039 1.3011 -2.1011 0.224
H 6.5822 -1.9450 1.1888 0.209
H -4.4423 -1.0749 1.2850 0.201
H -7.4594 0.5784 -0.0328 0.207
H 2.2350 0.2133 1.1595 0.389
H 7.7676 -0.0012 0.1805 0.209
H -5.9278 2.3494 -0.8115 0.211
H 0.0552 0.4765 0.6962 0.206
H 6.6931 0.5099 1.4839 0.191
H -2.5858 1.2512 0.6245 0.207
H 6.0653 0.6262 -1.4999 0.198
H -3.1006 -0.1975 -1.3755 0.232
H -6.8467 0.8126 1.6049 0.198
H -2.1667 -3.5157 0.6230 0.502
H -5.1217 2.5702 0.7413 0.200
H 4.1242 -2.1658 0.8520 0.216
H 6.1446 -1.7350 -0.5087 0.198
H -2.1754 -0.2042 1.5337 0.217
H -1.0836 1.9333 -0.9587 0.195
H 3.9915 1.7824 -0.8044 0.215
H 4.4297 1.5729 0.8963 0.188
H -4.1815 2.1773 -0.7026 0.204
H 3.8865 -0.6726 -1.1078 0.233
H -5.2080 -0.0580 -0.8118 0.199
H -0.7480 -0.9657 -1.8500 0.238
H -1.6099 1.2604 -2.5057 0.212
H -6.8514 -0.7986 0.8843 0.208
H -4.4228 0.4976 2.0785 0.202
H -0.1321 -1.2835 0.6174 0.251
```

Results
**LUMO level**: 0.61 eV
**Highest occupied orbital energy**: -9.5 eV
**Spin multiplicity**: 1
**Structure (SMILES)**: CC(C)CC[C@H](C(=O)O)[C@@H](C)CC(=O)NC1CCCCC1
**Maximum force**: 0.7 eV Å⁻¹
**Orbital gap**: 10.10 eV
**Net charge**: 0
**Energy relative to the best compared isomer or geometry (same formula, charge and spin)**: 2.3 kcal/mol


Formula: C17H31NO5
Source: OMol25
Level of theory: ωB97M-V with the def2-TZVPD basis set

```
54
Properties=species:S:1:pos:R:3:nbo_charge:R:1
O 2.2901 0.6305 0.8304 -0.604
O -0.8453 4.7518 -3.8560 -0.521
O 0.0070 0.2838 -3.1267 -0.603
O 0.2529 -0.5890 -1.0743 -0.526
O 0.4203 0.2191 1.9688 -0.690
N 0.2049 2.9198 -1.9736 -0.444
C -0.0667 -1.9028 -1.5413 -0.084
C -0.5900 -3.0242 4.9367 -0.388
C -1.4253 -2.3468 -1.0067 -0.410
C 1.6646 -4.0793 5.4953 -0.609
C 0.5391 4.6607 -3.6162 -0.071
C -1.4674 -2.4511 0.5190 -0.410
C 0.2503 1.7510 0.1872 -0.510
C -0.8546 -3.8819 2.5446 -0.392
C 0.2595 0.4088 -1.9562 0.795
C -0.3298 -2.7698 3.4504 -0.405
C -1.2220 2.9628 -2.2583 -0.264
C 1.1159 0.8155 0.9965 0.818
C -0.6208 -3.6039 1.0585 -0.394
C 0.9442 3.2505 -3.1829 -0.252
C 0.1477 -4.2261 5.5299 -0.395
C 0.6639 1.7281 -1.2910 -0.141
C -1.5714 4.3825 -2.7092 -0.068
H -0.3008 -2.1308 5.4965 0.197
H -0.1421 -5.1368 5.0037 0.194
H -0.0718 -1.8913 -2.6359 0.218
H -0.8647 -4.5085 0.4951 0.199
H 0.4387 -3.3922 0.9023 0.193
H -1.5000 2.2564 -3.0547 0.195
H 1.0303 4.9329 -4.5516 0.194
H 0.7319 -2.5573 -1.1861 0.189
H 0.8265 5.3743 -2.8284 0.162
H -0.3546 -4.8183 2.7984 0.200
H -2.1759 -1.6266 -1.3404 0.210
H 0.7298 2.5435 -3.9968 0.197
H -1.9238 -4.0184 2.7231 0.195
H 0.7428 -2.6506 3.2824 0.184
H -1.6642 -3.3138 -1.4535 0.208
H -0.7930 1.4747 0.3317 0.229
H -1.6634 -3.1681 5.0823 0.200
H -2.6266 4.4536 -2.9784 0.193
H -1.3531 5.0833 -1.8884 0.162
H 0.9880 -0.3798 2.4817 0.500
H -1.1292 -1.5059 0.9435 0.216
H 1.9683 -3.1486 5.9706 0.201
H 1.7633 1.7430 -1.3124 0.253
H 2.0135 3.2321 -2.9631 0.203
H 0.4017 2.7655 0.5623 0.256
H -1.7818 2.7238 -1.3531 0.199
H 2.1346 -4.9035 6.0270 0.212
H -0.1707 -4.3375 6.5693 0.202
H 2.0371 -4.0839 4.4742 0.199
H -2.5048 -2.6057 0.8243 0.201
H -0.8208 -1.8329 3.1821 0.207
```

Results
**LUMO level**: 0.72 eV
**Highest occupied orbital energy**: -8.8 eV
**Spin multiplicity**: 1
**Structure (SMILES)**: CCCCCCCCCOC(=O)[C@H](CC(=O)O)N1CCOCC1
**Maximum force**: 0.7 eV Å⁻¹
**Orbital gap**: 9.47 eV
**Net charge**: 0
**Energy relative to the best compared isomer or geometry (same formula, charge and spin)**: 2.6 kcal/mol